A structure of composition C4H8Cl3OP. Source: the OMol25 dataset; level of theory: the ωB97M-V functional and the def2-TZVPD basis.

Computed properties:
HOMO energy	-9.120	eV
max |F|	2.93	eV/Å
ΔE to the lowest compared entry with this formula, charge and spin	295.5	kJ/mol
spin multiplicity	1
LUMO	-0.7	eV

Element x y z (Å)
1 C -1.60611 -0.01439 1.37976
2 C -1.41491 -0.39510 -1.23481
3 C -0.80519 0.17496 0.09573
4 C 3.07636 -0.90093 -0.33002
5 O -0.78787 1.55603 -0.19312
6 P 2.95665 0.15967 0.98269
7 Cl 3.38928 -0.54626 -2.00590
8 Cl 2.87615 -2.50924 0.17637
9 Cl 2.81369 1.94527 -0.07049
10 H -0.97137 -0.50918 2.05228
11 H -1.95403 0.99747 1.87051
12 H -2.61855 -0.54299 1.27823
13 H -2.12024 0.28518 -1.67517
14 H -1.90341 -1.33204 -1.09084
15 H -0.57641 -0.47794 -1.99077
16 H 0.29052 -0.06361 0.22441
17 H -0.64454 2.17309 0.53114

These are the Löwdin partial charges, in e, on atoms 1 to 8: -0.06 -0.03 -0.47 -1.63 -0.12 0.50 0.54 0.55

The ion C4H8ClIN3 with charge +1. Source: the OMol25 dataset; level of theory: the ωB97M-V functional and the def2-TZVPD basis.

Computed properties:
SMILES	N[C@H]1[NH2+]C=C(I)N[C@@H]1Cl
HOMO energy	-12.813	eV
max |F|	4.24	eV/Å
ΔE to the lowest compared entry with this formula, charge and spin	37.9	kJ/mol
net charge	+1
spin multiplicity	1
LUMO	-3.4	eV

Element x y z (Å)
1 N -1.67622 0.23819 0.32564
2 C -0.24317 0.34112 0.48584
3 N 0.28101 -1.07279 0.19418
4 C 1.70760 -1.06644 0.08041
5 C 2.45393 0.06099 -0.08935
6 I 4.46461 -0.03159 0.22320
7 N 1.84646 1.21425 -0.45025
8 C 0.42910 1.34582 -0.51453
9 Cl -0.08528 2.98684 0.02061
10 H -1.85865 0.80191 -0.59392
11 H -2.33835 0.63183 1.06951
12 H 0.28724 0.55022 1.43776
13 H -0.27116 -1.44846 -0.58908
14 H 0.05430 -1.73704 0.99324
15 H 2.38223 -1.81282 0.41968
16 H 2.43575 2.12589 -0.59274
17 H -0.20615 1.10260 -1.42558

These are the Löwdin partial charges, in e, on atoms 1 to 8: 0.05 -0.38 0.08 -0.18 -0.84 1.08 -0.07 -0.64

A cluster of 2 separate species, C4H8ClN in total. Source: the OMol25 dataset; level of theory: the ωB97M-V functional and the def2-TZVPD basis.

Computed properties:
SMILES	C=CCl.C=NC
HOMO energy	-9.378	eV
max |F|	4.22	eV/Å
ΔE to the lowest compared entry with this formula, charge and spin	191.5	kJ/mol
spin multiplicity	1
LUMO	0.9	eV

Element x y z (Å)
1 C -1.32321 -1.58078 2.01906
2 C -1.07857 -0.24260 1.93573
3 Cl -2.28933 0.85844 1.73253
4 H -2.29177 -2.07716 2.05973
5 H -0.51687 -2.34435 1.96715
6 H -0.05471 0.13193 1.73747
7 C 0.54002 -0.35809 -2.11004
8 N 1.21691 0.01399 -1.08907
9 C 1.23034 1.44899 -0.79137
10 H 0.65532 -1.47882 -2.31207
11 H -0.11563 0.18364 -2.74332
12 H 0.30492 1.94407 -0.62825
13 H 1.97780 1.55869 -0.02663
14 H 1.74477 1.94206 -1.75090

These are the Löwdin partial charges, in e, on atoms 1 to 8: -0.08 -0.74 0.64 0.05 0.06 0.06 -0.09 -0.10

The molecule C4H8ClN. Source: the OMol25 dataset; level of theory: the ωB97M-V functional and the def2-TZVPD basis.

Computed properties:
SMILES	CC1(Cl)CNC1
HOMO energy	-9.389	eV
max |F|	2.29	eV/Å
ΔE to the lowest compared entry with this formula, charge and spin	42.6	kJ/mol
spin multiplicity	1
LUMO	1.0	eV

Element x y z (Å)
1 C 1.23398 -1.21592 -0.26689
2 C 0.15642 -0.22342 -0.02352
3 Cl -1.42362 -0.97266 0.05678
4 C 0.09503 1.04373 -0.94015
5 N 0.97708 1.69315 0.02550
6 C 0.47649 0.81726 1.09665
7 H 1.21475 -1.96843 0.51884
8 H 2.22162 -0.80358 -0.33145
9 H 0.99524 -1.73526 -1.19133
10 H 0.50409 0.92018 -1.93829
11 H -0.90607 1.41746 -1.08524
12 H 0.83009 2.67682 0.17593
13 H 1.17196 0.49942 1.82175
14 H -0.44126 1.14664 1.68950

These are the Löwdin partial charges, in e, on atoms 1 to 8: -0.11 -0.87 0.66 -0.21 -0.03 -0.19 0.08 0.08

The molecule C4H8ClN. Source: the OMol25 dataset; level of theory: the ωB97M-V functional and the def2-TZVPD basis.

Computed properties:
SMILES	C[C@H]1N[C@@H]1CCl
HOMO energy	-9.458	eV
max |F|	2.65	eV/Å
ΔE to the lowest compared entry with this formula, charge and spin	95.8	kJ/mol
spin multiplicity	1
LUMO	1.0	eV

Element x y z (Å)
1 C -0.85673 0.95319 1.49061
2 C -0.51594 0.52388 0.07484
3 N 0.69355 0.96818 -0.54139
4 C 0.58338 -0.46389 -0.20743
5 C 0.39711 -1.38473 -1.30945
6 Cl 1.78230 -0.97086 -2.37130
7 H -1.92215 0.64780 1.83141
8 H -0.67171 2.02785 1.69244
9 H -0.22702 0.36817 2.14293
10 H -1.40512 0.39111 -0.56690
11 H 1.23284 1.38641 0.16021
12 H 1.08267 -0.85211 0.64578
13 H 0.32368 -2.45377 -1.12613
14 H -0.49686 -1.14123 -1.91562

These are the Löwdin partial charges, in e, on atoms 1 to 8: -0.06 -0.36 0.06 -0.41 -0.53 0.55 0.10 0.08

The ion C4H8ClN4 with charge +1. Source: the OMol25 dataset; level of theory: the ωB97M-V functional and the def2-TZVPD basis.

Computed properties:
HOMO energy (alpha / beta)	-10.471 / -14.111	eV
max |F|	5.34	eV/Å
ΔE to the lowest compared entry with this formula, charge and spin	243.4	kJ/mol
net charge	+1
spin multiplicity	3
LUMO (alpha / beta)	-3.0 / -7.9	eV

Element x y z (Å)
1 C 0.67319 -0.18390 0.07702
2 C 1.85331 -1.36224 0.17328
3 C -1.04887 0.82943 -1.20463
4 C -0.48204 0.93625 0.95862
5 N 2.00609 -1.80684 -0.98212
6 N -1.01323 1.68116 -0.05333
7 N 0.09892 -0.09257 -1.07078
8 N -1.21944 -0.16395 1.45791
9 Cl 2.60567 -1.67103 1.64262
10 H -1.97113 0.23427 -1.16600
11 H -1.02225 1.40261 -2.12992
12 H 0.08516 1.49345 1.71440
13 H 2.69379 -2.51137 -1.22123
14 H -0.54716 2.57281 -0.16494
15 H 0.31165 -0.70662 -1.85428
16 H -2.21617 -0.06815 1.54315
17 H -0.80746 -0.58330 2.28023

These are the Löwdin partial charges, in e, on atoms 1 to 8: -0.08 -0.81 -0.13 -0.23 0.09 0.06 0.00 0.22

A cluster of 2 separate species, C4H8ClO5S in total. Source: the OMol25 dataset; level of theory: the ωB97M-V functional and the def2-TZVPD basis.

Computed properties:
HOMO energy	-4.026	eV
max |F|	4.47	eV/Å
net charge	-1
spin multiplicity	1
LUMO	3.3	eV

Element x y z (Å)
1 C 1.73237 -1.61295 -0.67961
2 C 2.14703 -0.73317 0.51656
3 C 1.54335 0.52350 2.36203
4 C -2.26594 0.93831 0.28423
5 O -2.48394 2.00490 -2.09118
6 O -3.31489 -0.29921 -1.96409
7 O -0.92974 0.12163 -1.94131
8 O 2.71026 0.89481 2.61421
9 O 1.17355 -0.28884 1.43987
10 S -2.22893 0.52254 -1.42378
11 Cl -4.09182 1.34110 0.53575
12 H 1.62514 -2.69368 -0.64603
13 H 0.93380 -1.16562 -1.27111
14 H 2.61618 -1.52159 -1.39631
15 H 2.73316 0.15664 0.10858
16 H 2.82790 -1.18452 1.21088
17 H 0.72660 0.75848 3.13213
18 H -2.05564 -0.03865 0.83488
19 H -3.39841 2.27630 -1.62569

These are the Löwdin partial charges, in e, on atoms 1 to 8: -0.05 -0.22 -0.37 -0.69 -0.30 -0.41 -0.37 -0.01

A cluster of 2 separate species, C4H8ClOP in total. Source: the OMol25 dataset; level of theory: the ωB97M-V functional and the def2-TZVPD basis.

Computed properties:
SMILES	CP(O)Cl.C#CC
HOMO energy	-9.182	eV
max |F|	5.02	eV/Å
ΔE to the lowest compared entry with this formula, charge and spin	294.4	kJ/mol
spin multiplicity	1
LUMO	0.8	eV

Element x y z (Å)
1 C -3.00624 1.13262 -0.61325
2 P -1.44263 0.21514 0.00623
3 O -1.08067 1.35218 1.17259
4 Cl -2.60626 -1.13060 0.97907
5 H -3.85201 0.52659 -0.51484
6 H -3.15454 2.02606 -0.06764
7 H -3.07600 1.32412 -1.70215
8 H -0.17500 1.15248 1.82993
9 C 0.81250 -1.07572 1.88200
10 C 1.50187 -0.68910 1.00675
11 C 1.98522 -0.30107 -0.27854
12 H 0.08803 -1.38694 2.55901
13 H 1.93357 -1.18355 -0.89134
14 H 1.11308 0.22952 -0.56672
15 H 2.99475 0.16159 -0.22254

These are the Löwdin partial charges, in e, on atoms 1 to 8: -0.31 0.49 -0.46 0.23 -0.03 0.01 0.04 0.16

> Which formula does entry 5 have?

C4H8ClN